No. 1
DFT (ωB97M-V with the def2-TZVPD basis set) results for an isolated molecule of C22H17ClFN5O5S3 in a non-equilibrium geometry.

Computed properties:
E_LUMO (eV): -0.98
SMILES string: COc1cc(NS(=O)(=O)c2ccc(NC(=S)NC(=O)c3sc4cc(F)ccc4c3Cl)cc2)nc(OC)n1
Orbital gap (eV): 7.8
ΔE to the lowest compared entry with this formula, charge and spin (kcal/mol): 1.76

```
54
Properties=species:S:1:pos:R:3:forces:R:3:nbo_charge:R:1
C -3.1658 0.6384 -2.2272 -0.107 -0.517 -0.058 -0.27
O -2.8983 2.0194 -2.0453 0.061 0.467 0.001 -0.48
C -1.9307 2.3315 -1.1897 0.564 -0.030 0.544 0.58
C -1.5877 3.6747 -1.0297 0.057 0.130 0.025 -0.43
C -0.5366 3.9439 -0.1612 -0.655 -1.175 -0.078 0.45
N -0.0352 5.2120 -0.0181 0.653 0.710 0.147 -0.84
S 1.6427 5.5523 0.0936 -0.273 -0.097 -0.181 2.31
O 1.7886 6.7174 -0.7264 -0.077 -0.074 -0.268 -0.93
O 2.0457 5.6280 1.4596 -0.011 -0.377 0.013 -0.91
C 2.2975 4.0777 -0.6525 -0.077 0.551 0.264 -0.36
C 2.9941 3.1911 0.1472 0.147 0.008 -0.049 -0.14
C 3.0711 1.8676 -0.2274 0.007 0.059 -0.196 -0.26
C 2.3932 1.4295 -1.3701 -0.047 0.635 -0.060 0.27
N 2.1813 0.0587 -1.4693 0.238 -0.805 0.546 -0.62
C 1.1098 -0.5514 -2.0210 -0.066 0.147 -0.475 0.30
S 0.3011 -0.1155 -3.3823 -0.125 0.016 -0.384 -0.17
N 0.6537 -1.6836 -1.3638 0.040 -0.195 0.188 -0.63
C 1.0092 -2.1118 -0.1148 0.069 0.142 -0.240 0.68
O 2.0207 -1.7455 0.4675 0.042 -0.058 0.105 -0.62
C 0.1137 -3.0820 0.5116 -0.498 -0.464 0.356 -0.32
S 0.6934 -3.6898 2.0412 -0.250 -0.103 -0.113 0.49
C -0.7262 -4.6635 2.2305 -0.068 0.263 -0.479 -0.15
C -1.0166 -5.5139 3.2894 -0.256 -0.235 0.134 -0.29
C -2.2109 -6.1991 3.2382 0.287 0.216 -0.069 0.42
F -2.5229 -7.0313 4.2446 0.002 0.037 -0.053 -0.31
C -3.1163 -6.0688 2.1825 -0.002 -0.032 0.055 -0.28
C -2.8227 -5.2259 1.1390 0.080 0.023 0.048 -0.14
C -1.6198 -4.5110 1.1498 0.044 -0.220 0.362 -0.15
C -1.1128 -3.5953 0.1821 0.674 0.329 0.133 0.00
Cl -2.0201 -3.2140 -1.2266 -0.155 -0.059 -0.044 0.06
C 1.8707 2.3645 -2.2643 -0.005 0.071 -0.082 -0.28
C 1.8101 3.6926 -1.8878 0.208 0.051 -0.012 -0.16
N 0.0399 2.9742 0.5545 -0.007 -0.079 0.435 -0.60
C -0.3882 1.7412 0.3488 -0.275 0.649 -0.519 0.72
O 0.1449 0.7255 1.0252 0.021 -0.240 -0.035 -0.50
C 0.9581 1.0196 2.1545 0.197 0.077 0.291 -0.27
N -1.3146 1.3622 -0.5221 -0.366 -0.162 -0.147 -0.58
H -4.0419 0.5881 -2.8699 0.026 0.036 0.039 0.19
H -3.3603 0.1567 -1.2674 -0.037 -0.002 -0.101 0.19
H -2.3152 0.1503 -2.7071 -0.098 -0.005 0.080 0.21
H -2.0939 4.4414 -1.5880 -0.045 0.135 -0.145 0.23
H -0.4981 5.9150 -0.5751 0.122 0.106 -0.087 0.42
H 3.3963 3.5421 1.0837 0.011 -0.072 0.175 0.25
H 3.5568 1.1454 0.4117 0.023 -0.076 0.112 0.22
H 2.5467 -0.4620 -0.6608 -0.166 0.171 -0.276 0.44
H -0.1834 -2.0819 -1.7819 0.308 0.204 0.036 0.44
H -0.3409 -5.6381 4.1191 0.040 -0.066 0.140 0.24
H -4.0329 -6.6356 2.2069 -0.087 -0.062 0.015 0.24
H -3.5073 -5.1106 0.3134 -0.089 -0.009 -0.070 0.23
H 1.4400 2.0473 -3.1986 0.051 0.020 0.036 0.26
H 1.3358 4.4234 -2.5241 -0.135 0.027 -0.117 0.24
H 0.3338 1.0338 3.0511 0.030 0.013 -0.046 0.19
H 1.6831 0.2096 2.2237 -0.034 0.058 0.019 0.20
H 1.4472 1.9847 2.0364 0.008 -0.135 0.084 0.22
```
Positions in Å, forces in eV/Å.



No. 2
DFT (ωB97M-V with the def2-TZVPD basis set) results for a cluster of 2 separate species, C2H7O2 in total in a non-equilibrium geometry.

Computed properties:
E_LUMO (eV): 4.70
Net charge: -1
Orbital gap (eV): 7.6
ΔE to the lowest compared entry with this formula, charge and spin (kcal/mol): 3.38

```
11
Properties=species:S:1:pos:R:3:forces:R:3:nbo_charge:R:1
O -0.8938 2.5817 -0.8460 -0.024 0.022 -0.068 -1.03
H -1.5437 2.3136 -1.4987 -0.021 -0.064 0.019 0.43
C 0.2330 -0.4511 0.9529 -0.864 0.181 -0.244 0.00
O -0.6527 0.5577 0.7620 -0.103 0.095 -0.082 -0.96
C 0.6433 -1.1907 -0.3315 -0.833 -0.580 0.739 -0.64
H 1.1537 -0.1299 1.4752 0.318 0.024 0.107 0.08
H -0.2252 -1.2497 1.5852 0.247 -0.065 0.268 0.08
H -0.7802 1.7591 -0.2494 0.215 -0.035 0.133 0.52
H -0.2284 -1.7472 -0.6925 -0.071 0.101 -0.086 0.18
H 0.9145 -0.4967 -1.1044 0.618 0.274 -0.368 0.19
H 1.3794 -1.9468 -0.0526 0.518 0.047 -0.417 0.17
```
Positions in Å, forces in eV/Å.



No. 3
DFT (ωB97M-V with the def2-TZVPD basis set) results for the ion C3H7IN with charge +1 in a non-equilibrium geometry.

Computed properties:
E_LUMO (eV): -5.06
SMILES string: C[N+](C)=CI
Net charge: +1
Orbital gap (eV): 9.7
ΔE to the lowest compared entry with this formula, charge and spin (kcal/mol): 38.41

```
12
Properties=species:S:1:pos:R:3:forces:R:3:nbo_charge:R:1
C 1.2105 -0.6957 -0.2990 1.130 0.810 -1.955 -0.42
N -0.0916 -0.1491 -0.0153 -2.639 1.427 1.358 -0.29
C -0.0933 1.2327 0.5183 0.479 0.421 -4.148 -0.42
C -1.2286 -0.7535 -0.1276 1.783 -3.547 -2.241 0.00
I -3.1076 0.0237 -0.1450 0.219 -0.030 0.368 0.42
H 1.8518 0.1108 -0.9049 -1.557 -1.820 1.295 0.26
H 0.9885 -1.5441 -0.9458 0.797 -0.234 0.207 0.23
H 1.7309 -0.9267 0.6259 0.044 -0.204 -0.033 0.25
H -0.3560 1.2792 1.4927 -1.283 -0.113 3.087 0.23
H -0.7646 1.8952 -0.1419 1.340 -0.868 1.047 0.25
H 0.9573 1.4270 0.4709 0.355 1.286 -0.121 0.23
H -1.0972 -1.8995 -0.5283 -0.669 2.872 1.138 0.26
```
Positions in Å, forces in eV/Å.



No. 4
DFT (ωB97M-V with the def2-TZVPD basis set) results for an isolated molecule of C2H3NO2S3 in a non-equilibrium geometry.

Computed properties:
E_LUMO (eV): -1.20
SMILES string: O=S1(=O)CC(=S)NS1
Orbital gap (eV): 7.7
ΔE to the lowest compared entry with this formula, charge and spin (kcal/mol): 12.09

```
11
Properties=species:S:1:pos:R:3:forces:R:3:nbo_charge:R:1
O 1.3501 -0.3225 1.6070 0.623 0.511 0.235 -0.88
S 0.0881 -0.8810 1.2828 -1.098 -0.576 -2.071 1.87
O -0.3195 -2.1202 1.8876 -0.281 0.684 -0.409 -0.87
C -0.0860 -0.8040 -0.9332 2.583 0.708 1.687 -0.53
C 0.2164 0.6855 -0.9952 -0.836 -0.106 1.962 -0.01
S 1.4667 1.4820 -1.6376 0.410 -0.253 -1.012 -0.02
N -0.4993 1.4006 -0.0003 -0.110 0.997 -1.548 -0.78
S -1.4916 0.7473 1.1116 -0.215 -1.766 1.012 0.26
H -1.0823 -1.1555 -1.0707 -0.703 -0.065 -0.044 0.24
H 0.7352 -1.4520 -1.3686 -1.119 0.923 0.580 0.26
H -0.3776 2.4199 0.1165 0.747 -1.057 -0.392 0.44
```
Positions in Å, forces in eV/Å.



No. 5
DFT (ωB97M-V with the def2-TZVPD basis set) results for a structure of composition AsF6K in a non-equilibrium geometry.

Computed properties:
E_LUMO (eV): -1.70
Orbital gap (eV): 10.2
ΔE to the lowest compared entry with this formula, charge and spin (kcal/mol): 0.00

```
8
Properties=species:S:1:pos:R:3:forces:R:3:nbo_charge:R:1
K 2.5349 1.7339 2.2935 -0.427 -0.287 -0.397 1.00
As -0.3743 -0.2377 -0.3267 -1.376 -1.200 -1.658 2.80
F 1.0491 -1.2562 -0.7890 -1.230 1.178 0.653 -0.63
F 0.0888 0.9314 -1.5886 -0.637 -0.718 1.278 -0.61
F -1.8461 0.6999 0.2679 2.416 -0.722 -0.904 -0.62
F -0.8041 -1.4416 0.8812 0.760 0.967 -0.228 -0.61
F 0.7389 0.6949 0.7625 -0.451 -0.288 0.231 -0.70
F -1.3872 -1.1247 -1.5006 0.946 1.070 1.026 -0.61
```
Positions in Å, forces in eV/Å.



No. 6
DFT (ωB97M-V with the def2-TZVPD basis set) results for a cluster of 4 separate species, C21H25BF9N3OP in total.

Computed properties:
E_LUMO (eV): 2.21
Net charge: -1
Orbital gap (eV): 5.4

```
61
Properties=species:S:1:pos:R:3:forces:R:3:nbo_charge:R:1
C -6.3114 2.4787 -2.9840 0.052 -0.052 0.172 -0.59
C -5.3466 1.7902 -3.9599 -0.103 -0.146 -0.107 -0.82
B -3.8023 2.1601 -3.8324 -0.124 -0.016 -0.153 0.78
O -3.0867 2.1927 -5.0247 0.386 -0.656 0.352 -0.94
P -2.7847 2.6349 -2.1847 0.024 0.977 -0.173 0.32
C -2.7472 0.6658 -1.5639 0.068 -0.341 -0.082 0.35
F -2.1511 0.5447 -0.3144 0.039 -0.061 -0.017 -0.39
F -4.0448 0.2394 -1.3632 0.000 -0.054 0.073 -0.37
C -2.1057 -0.4353 -2.4696 -0.100 0.158 0.028 0.56
F -3.0790 -1.0160 -3.2198 -0.012 0.044 -0.096 -0.32
F -1.2060 0.0826 -3.3479 0.014 -0.018 0.122 -0.32
C -1.3653 -1.6098 -1.7854 0.167 -0.019 -0.036 0.56
F -1.1918 -2.5949 -2.6987 -0.010 -0.082 -0.021 -0.31
F -2.1223 -2.1229 -0.7999 -0.056 0.013 0.099 -0.31
C 0.0693 -1.2911 -1.2248 0.014 0.088 0.065 0.92
F 0.2654 -1.9854 -0.0947 0.034 -0.055 0.065 -0.32
F 0.2747 -0.0108 -0.9687 -0.042 0.016 0.005 -0.29
F 1.0146 -1.6829 -2.0910 -0.085 -0.042 -0.113 -0.32
H -7.3573 2.2364 -3.2111 0.117 0.103 -0.018 0.18
H -6.1856 3.5680 -3.0058 -0.091 -0.154 -0.045 0.20
H -6.1108 2.1668 -1.9559 -0.003 0.019 -0.143 0.22
H -5.6535 2.0055 -4.9976 -0.016 -0.040 0.113 0.19
H -5.4424 0.6965 -3.8434 0.062 0.153 0.022 0.23
H -3.3303 1.4535 -5.5989 -0.289 0.497 -0.196 0.47
H -4.0185 2.7328 -1.3765 0.021 -0.112 0.002 -0.18
H -2.0055 2.9599 -0.9761 -0.030 -0.085 -0.029 -0.17
H -1.5185 2.4936 -2.9219 -0.048 -0.066 0.009 -0.17
H -2.8937 4.0778 -2.5757 0.041 -0.145 0.127 -0.16
N 5.3773 -0.6631 -2.3006 0.035 -0.035 0.037 -0.41
C 6.4653 -0.8745 -1.5635 -0.013 0.011 0.013 0.03
C 6.4890 -1.6900 -0.4409 -0.019 0.005 -0.018 -0.27
C 5.3153 -2.3239 -0.0644 0.012 -0.015 0.022 -0.18
C 4.1743 -2.1141 -0.8203 -0.019 -0.024 0.024 -0.26
C 4.2569 -1.2771 -1.9245 -0.022 0.033 -0.044 0.04
H 7.3648 -0.3610 -1.8867 0.004 -0.009 0.008 0.19
H 7.4045 -1.8208 0.1203 0.002 0.008 -0.003 0.21
H 5.2890 -2.9692 0.8052 0.011 -0.001 -0.001 0.21
H 3.2335 -2.5828 -0.5639 -0.007 0.017 -0.014 0.23
H 3.3788 -1.0916 -2.5307 0.016 0.023 -0.012 0.21
N -1.4335 0.6466 4.1948 0.008 -0.017 0.006 -0.42
C -1.7191 0.2347 2.9594 -0.023 0.080 0.045 0.04
C -1.5211 -1.0685 2.5231 0.029 -0.011 0.009 -0.25
C -0.9880 -1.9875 3.4103 0.003 -0.010 -0.003 -0.18
C -0.6799 -1.5716 4.6971 0.002 -0.003 -0.014 -0.27
C -0.9242 -0.2497 5.0364 0.009 0.015 -0.019 0.02
H -2.1241 0.9789 2.2834 0.005 -0.017 -0.021 0.22
H -1.7754 -1.3415 1.5102 -0.026 0.025 -0.019 0.24
H -0.8145 -3.0118 3.1032 0.000 0.002 -0.003 0.21
H -0.2602 -2.2540 5.4249 0.003 0.006 0.004 0.21
H -0.6979 0.1109 6.0351 0.005 -0.008 0.001 0.18
N 3.0405 1.7564 3.9977 0.019 0.008 0.004 -0.41
C 3.2126 1.3447 2.7436 0.003 -0.001 0.035 0.04
C 3.6103 0.0574 2.4079 -0.013 -0.010 -0.018 -0.26
C 3.8349 -0.8504 3.4289 -0.005 -0.005 -0.004 -0.17
C 3.6532 -0.4374 4.7393 -0.001 -0.004 -0.010 -0.27
C 3.2569 0.8719 4.9677 -0.013 0.005 -0.018 0.03
H 3.0230 2.0798 1.9697 -0.013 -0.013 -0.006 0.20
H 3.7362 -0.2245 1.3711 -0.014 0.028 -0.009 0.23
H 4.1427 -1.8649 3.2068 -0.004 -0.001 -0.001 0.21
H 3.8126 -1.1125 5.5696 -0.008 0.002 0.004 0.21
H 3.1028 1.2300 5.9803 0.003 -0.008 0.002 0.19
```
Positions in Å, forces in eV/Å.



No. 7
DFT (ωB97M-V with the def2-TZVPD basis set) results for a cluster of 2 separate species, C5H14N3 in total in a non-equilibrium geometry.

Computed properties:
E_LUMO (eV): -2.96
Net charge: +1
Orbital gap (eV): 10.1
ΔE to the lowest compared entry with this formula, charge and spin (kcal/mol): 54.08

```
22
Properties=species:S:1:pos:R:3:forces:R:3:nbo_charge:R:1
C 0.0549 -1.6783 -1.4552 0.080 -0.058 0.217 -0.09
C 0.3534 -1.0917 -2.6030 -0.449 -0.223 -0.180 -0.39
C 1.8270 -2.9574 -0.7523 0.313 -0.130 0.594 0.04
N 1.0027 -2.0442 -0.4531 -0.098 0.114 -0.474 -0.51
H -0.9739 -1.8766 -1.1632 0.000 0.013 -0.128 0.20
H 1.3553 -0.8577 -2.9344 0.078 -0.031 0.149 0.22
H -0.4683 -0.8866 -3.2768 0.117 0.181 -0.060 0.23
H 2.5884 -3.2209 -0.0242 0.006 -0.030 0.006 0.19
H 1.8052 -3.5330 -1.6761 -0.117 0.235 -0.150 0.19
C -1.1399 2.0219 1.2835 -0.443 0.358 0.234 -0.24
N -0.8198 3.3931 0.9460 0.215 0.142 -0.262 -0.82
C -0.0347 1.1115 0.8081 0.818 -0.072 0.627 -0.22
N -0.2024 -0.2796 1.3622 0.395 -0.283 -1.242 -0.71
H -2.1074 1.6906 0.8881 -0.044 -0.192 -0.112 0.18
H -1.2244 1.9519 2.3738 0.099 0.008 -0.054 0.20
H -0.9368 3.5892 -0.0402 0.062 -0.153 -0.076 0.37
H -1.4004 4.0680 1.4207 -0.054 -0.097 0.278 0.38
H 0.9347 1.4157 1.2097 -0.155 0.348 -0.115 0.23
H 0.0725 1.0664 -0.2712 -0.229 -0.219 -0.099 0.23
H 0.4892 -0.9427 0.8688 -0.298 0.179 0.373 0.48
H -0.0587 -0.2787 2.3661 -0.130 -0.133 0.151 0.43
H -1.1165 -0.6608 1.1227 -0.166 0.044 0.324 0.42
```
Positions in Å, forces in eV/Å.



No. 8
DFT (ωB97M-V with the def2-TZVPD basis set) results for a structure of composition C27H19IrN5O5S in a non-equilibrium geometry.

Computed properties:
E_LUMO (spin up / spin down) (eV): -4.41 / -4.41
Net charge: +1
Orbital gap (spin up / spin down) (eV): 6.0 / 6.0
ΔE to the lowest compared entry with this formula, charge and spin (kcal/mol): 16.40

```
58
Properties=species:S:1:pos:R:3:forces:R:3:nbo_charge:R:1
Ir 0.0172 -0.2824 -0.0612 -0.688 -0.297 0.707 1.31
C 7.8416 -5.9675 9.5356 -0.002 0.002 0.002 -0.26
O 6.5057 -5.5129 9.7102 0.001 -0.006 0.009 -0.47
C 5.8782 -4.9658 8.6542 -0.012 0.011 -0.017 0.34
C 4.5668 -4.5375 8.8816 0.018 -0.010 0.007 -0.25
C 3.8428 -3.9654 7.8622 -0.002 0.003 0.002 -0.17
C 4.4006 -3.8028 6.5904 0.006 -0.005 0.007 -0.10
C 5.7060 -4.2309 6.3747 -0.007 -0.001 0.000 -0.14
C 6.4468 -4.8088 7.3911 -0.002 -0.001 0.010 -0.31
C 3.6609 -3.2018 5.4862 -0.004 0.014 -0.014 0.40
N 4.1351 -2.9951 4.2747 -0.010 -0.006 0.013 -0.46
C 3.1133 -2.4225 3.5798 -0.003 0.005 -0.014 0.09
C 1.9912 -2.2729 4.3733 -0.011 0.014 -0.018 0.15
N 2.3601 -2.7773 5.5940 0.026 -0.021 0.016 -0.53
C 0.7712 -1.7092 3.9029 0.020 -0.028 0.061 -0.09
C -0.4214 -1.5271 4.6244 -0.039 0.054 -0.049 -0.11
C -1.5082 -0.9667 3.9991 0.032 -0.017 -0.014 -0.23
C -1.4243 -0.5960 2.6527 -0.074 -0.045 0.055 0.07
N -0.3099 -0.7628 1.9594 0.042 -0.059 -0.028 -0.48
C 0.7740 -1.2999 2.5631 0.092 0.005 0.009 0.23
C 1.9323 -1.4349 1.7350 0.056 -0.005 -0.083 0.11
N 1.8163 -0.9966 0.4486 0.624 0.528 -0.465 -0.40
C 2.8345 -1.1461 -0.3897 0.077 0.060 0.024 0.09
C 4.0413 -1.7170 0.0257 0.001 -0.062 0.010 -0.23
C 4.1912 -2.1409 1.3217 0.002 0.022 -0.038 -0.10
C 3.1125 -2.0044 2.2105 -0.034 -0.026 0.015 0.02
H 8.1467 -6.3678 10.4970 0.002 0.000 -0.001 0.21
H 8.5023 -5.1440 9.2576 0.001 0.000 0.000 0.18
H 7.8922 -6.7547 8.7808 0.000 0.000 0.000 0.18
H 4.1446 -4.6667 9.8684 0.000 -0.001 0.002 0.24
H 2.8307 -3.6440 8.0793 0.001 0.002 -0.006 0.19
H 6.1425 -4.1074 5.3932 -0.004 0.003 -0.004 0.24
H 7.4575 -5.1311 7.1914 0.001 -0.001 0.003 0.23
H 1.7941 -2.8425 6.4213 -0.001 0.003 -0.004 0.43
H -0.4878 -1.8229 5.6634 0.003 -0.004 0.001 0.23
H -2.4390 -0.8141 4.5255 0.004 0.001 0.009 0.25
H -2.2708 -0.1854 2.1203 0.017 0.027 0.006 0.24
H 2.6726 -0.8279 -1.4125 0.063 -0.055 0.166 0.26
H 4.8374 -1.8175 -0.6975 0.011 -0.001 0.010 0.25
H 5.1134 -2.5847 1.6719 -0.005 0.002 0.020 0.25
O 1.5394 -1.2730 -3.1646 -0.073 -0.212 -0.116 -0.92
S 0.6252 -0.1365 -3.2002 0.183 0.229 0.056 1.44
N 0.1042 0.3921 -1.9069 -0.051 0.051 -0.201 -1.04
O -0.8777 -4.6843 -0.8094 -0.038 0.104 -0.013 -0.66
C -2.1827 -4.3783 -0.6905 0.069 -0.027 -0.021 0.46
C -3.0779 -5.4476 -0.7148 -0.014 -0.016 0.004 -0.30
C -4.4329 -5.2257 -0.6038 0.034 0.018 -0.002 -0.13
C -4.9435 -3.9323 -0.4626 -0.004 0.029 0.006 -0.25
C -4.0708 -2.8733 -0.4285 -0.050 0.002 0.029 -0.11
C -2.6849 -3.0745 -0.5370 -0.158 0.243 0.077 -0.33
C -1.8362 -1.8968 -0.4544 -0.132 -0.501 -0.702 0.78
O -2.1977 -0.7303 -0.2077 -0.070 0.546 -0.041 -0.65
O -0.5484 -2.0337 -0.6732 0.076 -0.515 0.523 -0.59
H -0.3547 -3.8717 -0.8753 0.043 -0.047 0.010 0.50
H -2.6761 -6.4443 -0.8330 0.004 0.001 -0.001 0.24
H -5.1091 -6.0701 -0.6333 -0.003 0.001 0.000 0.23
H -6.0085 -3.7680 -0.3847 0.000 -0.002 -0.003 0.23
H -4.4281 -1.8578 -0.3196 -0.021 -0.007 -0.012 0.23
```
Positions in Å, forces in eV/Å.



Number 1: E_tot -88524.5250 eV. Number 2: E_tot -6282.5449 eV. Number 3: E_tot -12806.8232 eV. Number 4: E_tot -40210.7552 eV. Number 5: E_tot -93472.2727 eV. Number 6: E_tot -63121.4742 eV. Number 7: E_tot -9874.8212 eV. Number 8: E_tot -59664.9561 eV.